No. 1
{
  "formula": "C2H3N3OS2",
  "method": "ωB97M-V/def2-TZVPD",
  "max_force_ha_per_bohr": 0.06272,
  "homo_energy_ev": -9.84,
  "e_tot_ha": -1113.806993,
  "multiplicity": 1,
  "gap_ev": 9.85,
  "relative_energy_kcal_mol": 44.25,
  "total_charge": 0,
  "species": ["C", "C", "N", "N", "N", "O", "S", "S", "H", "H", "H"],
  "coordinates": [[0.96973, -1.88573, 1.47565], [0.22135, -0.31570, -0.17848], [1.35993, -0.66304, 1.62009], [0.94571, 0.21746, 0.72402], [-1.09042, 2.01457, -0.84506], [-1.15212, -0.11102, -2.39301], [0.04939, -2.11126, -0.01641], [-0.21211, 0.74801, -1.68830], [1.41544, -2.60847, 2.08968], [-0.46077, 2.73909, -0.47368], [-2.04612, 1.97608, -0.31448]]
}



No. 2
{
  "formula": "C32H51F5NO5",
  "method": "ωB97M-V/def2-TZVPD",
  "max_force_ha_per_bohr": 0.05783,
  "homo_energy_ev": -11.02,
  "e_tot_ha": -2179.856887,
  "multiplicity": 1,
  "gap_ev": 7.07,
  "total_charge": 1,
  "species": ["F", "C", "F", "F", "C", "C", "C", "C", "C", "C", "F", "F", "C", "C", "N", "C", "C", "C", "H", "H", "H", "H", "H", "H", "H", "H", "H", "H", "H", "C", "C", "C", "O", "C", "H", "H", "H", "H", "H", "H", "H", "H", "C", "C", "C", "O", "C", "H", "H", "H", "H", "H", "H", "H", "H", "C", "C", "C", "O", "C", "H", "H", "H", "H", "H", "H", "H", "H", "C", "C", "C", "O", "C", "H", "H", "H", "H", "H", "H", "H", "H", "C", "C", "C", "O", "C", "H", "H", "H", "H", "H", "H", "H", "H"],
  "coordinates": [[4.35687, -1.67244, 2.48255], [3.24500, -2.39405, 2.18531], [3.56159, -3.68389, 1.79853], [2.46443, -2.55165, 3.33231], [2.33878, -1.71600, 1.10160], [2.66847, -0.45194, 0.44822], [1.73477, 0.10945, -0.54345], [0.53178, -0.64325, -0.86364], [0.17284, -1.91374, -0.22627], [-1.13208, -2.69198, -0.53247], [-1.20955, -3.78930, 0.36097], [-1.09171, -3.28048, -1.80032], [-2.43327, -1.84387, -0.30768], [-3.42533, -2.52916, 0.69894], [-4.20895, -1.70155, 1.32091], [-3.88750, -0.33827, 0.78416], [-2.35864, -0.43599, 0.40734], [1.11456, -2.46055, 0.76301], [3.63078, 0.04284, 0.73550], [2.00842, 1.08520, -0.99178], [-0.16541, -0.18244, -1.62564], [-3.04037, -1.71114, -1.25883], [-3.56190, -3.59737, 0.98898], [-4.90098, -1.96686, 2.02488], [-4.48836, -0.34735, -0.17652], [-4.25006, 0.55612, 1.34279], [-1.74586, -0.33606, 1.33877], [-2.22076, 0.45516, -0.26994], [0.91724, -3.43861, 1.27066], [5.44812, -0.54276, -3.61304], [5.07592, 0.71780, -4.36999], [3.86750, 1.20560, -3.59219], [4.05168, 0.78583, -2.23249], [5.13728, -0.15203, -2.18018], [6.48407, -0.85050, -3.75432], [4.80067, -1.36770, -3.92465], [5.88709, 1.44775, -4.29687], [4.86303, 0.55009, -5.42589], [2.94360, 0.74665, -3.96382], [3.75578, 2.29165, -3.62813], [5.99102, 0.34859, -1.71141], [4.85353, -1.00730, -1.56324], [-0.45536, 3.30648, 3.40363], [0.67610, 2.37955, 3.79898], [0.51369, 1.24029, 2.80691], [-0.03894, 1.80998, 1.61047], [-0.47759, 3.14741, 1.89527], [-0.30859, 4.33913, 3.71998], [-1.39635, 2.94801, 3.83226], [1.63641, 2.87861, 3.64025], [0.63110, 2.05033, 4.83567], [-0.19075, 0.48553, 3.17779], [1.45915, 0.74805, 2.57538], [0.22125, 3.83928, 1.41340], [-1.47161, 3.30503, 1.47084], [2.31644, -1.04172, 6.44923], [2.26985, -1.70714, 7.81152], [1.31053, -0.80558, 8.56774], [0.39449, -0.27398, 7.59988], [0.88713, -0.56074, 6.28651], [2.63501, -1.70595, 5.64660], [2.99875, -0.18665, 6.47710], [1.84541, -2.71126, 7.71967], [3.24402, -1.79230, 8.29315], [1.83638, 0.03564, 9.03101], [0.75636, -1.33794, 9.34268], [0.25262, -1.34265, 5.85255], [0.81284, 0.33152, 5.66493], [-5.19994, -2.13063, -4.93977], [-4.57639, -0.76175, -5.13968], [-4.95756, -0.04967, -3.85456], [-5.03535, -1.05516, -2.82913], [-5.00247, -2.35134, -3.45284], [-4.74752, -2.91251, -5.54924], [-6.26753, -2.09004, -5.17285], [-3.48822, -0.85615, -5.20588], [-4.92837, -0.24502, -6.03221], [-5.94172, 0.42135, -3.93788], [-4.23091, 0.71191, -3.56574], [-4.02228, -2.79733, -3.24583], [-5.77435, -2.98840, -3.01713], [-1.23503, 3.31509, -4.21539], [0.26364, 3.50353, -4.07950], [0.55555, 2.77838, -2.77899], [-0.40809, 1.71802, -2.66966], [-1.42715, 1.91549, -3.66083], [-1.60059, 3.42136, -5.23677], [-1.75886, 4.04155, -3.58730], [0.77654, 3.00620, -4.90817], [0.57575, 4.54759, -4.06337], [0.42587, 3.44020, -1.91623], [1.56297, 2.36178, -2.74906], [-1.28913, 1.15762, -4.43994], [-2.41127, 1.77446, -3.20814]]
}



No. 3
{
  "formula": "CH5NOP",
  "method": "ωB97M-V/def2-TZVPD",
  "max_force_ha_per_bohr": 0.07881,
  "homo_energy_ev": [-2.48, -2.48],
  "e_tot_ha": -512.254344,
  "multiplicity": 1,
  "gap_ev": [7.04, 7.05],
  "relative_energy_kcal_mol": 132.23,
  "total_charge": -1,
  "species": ["C", "N", "O", "P", "H", "H", "H", "H", "H"],
  "coordinates": [[-1.26937, 0.94717, 0.30711], [1.18144, -1.58853, -1.47021], [2.13184, -1.53085, -0.34546], [0.60720, -0.56513, -0.36784], [-2.20914, 0.46881, -0.15095], [-1.30999, 0.63008, 1.26851], [-1.17950, 2.08312, 0.26071], [1.35105, 0.64707, -0.47565], [0.69647, -1.09174, 0.97377]]
}



No. 4
{
  "formula": "C17H18F4N3O6S",
  "method": "ωB97M-V/def2-TZVPD",
  "max_force_ha_per_bohr": 0.14976,
  "homo_energy_ev": -11.92,
  "e_tot_ha": -2071.171081,
  "multiplicity": 1,
  "gap_ev": 6.00,
  "total_charge": 1,
  "species": ["C", "C", "C", "C", "O", "C", "N", "C", "C", "C", "C", "C", "O", "F", "N", "C", "O", "C", "C", "S", "O", "O", "C", "F", "F", "F", "H", "H", "H", "H", "H", "H", "H", "H", "H", "H", "H", "C", "O", "N", "C", "C", "H", "H", "H", "H", "H", "H", "H"],
  "coordinates": [[4.22576, -4.29236, -0.27330], [3.41755, -3.24765, -0.19509], [2.56350, -1.89818, -0.16529], [1.10486, -2.07269, 0.49124], [0.62293, -3.33647, 1.01522], [0.82992, -3.23299, 2.44864], [1.01669, -3.15985, 3.64777], [0.20363, -0.78766, 0.50020], [-1.28078, -0.93237, 1.12408], [0.78551, 0.57748, -0.12900], [-0.27120, 1.79788, -0.09210], [-1.20677, 1.62455, -1.41831], [-2.46778, 1.65687, -1.39678], [-0.48914, 1.40886, -2.66792], [2.15626, 0.67772, -0.68237], [2.52532, 2.05441, -1.17581], [2.68617, 3.04580, -0.13837], [3.57463, 2.62976, 0.93266], [3.08041, -0.49390, -0.73194], [4.76831, -0.32956, -1.47677], [5.52949, 0.91654, -1.00554], [5.70139, -1.48565, -1.27413], [4.48839, -0.04537, -3.33647], [5.29586, -0.94570, -4.11581], [4.90447, 1.28864, -3.73511], [3.11922, -0.28431, -3.70653], [4.73994, -5.27183, -0.60155], [-2.05301, -0.19455, 0.68259], [-1.17713, -0.63464, 2.25037], [-1.70253, -2.01129, 1.03022], [0.19243, 2.84543, -0.10821], [-0.95537, 1.76267, 0.85248], [1.65496, 2.43788, -1.85512], [3.45752, 2.09570, -1.84443], [4.68406, 2.72043, 0.59305], [3.46146, 3.43097, 1.77592], [3.32311, 1.62451, 1.42843], [-4.75785, 0.77925, 1.26186], [-3.67180, 0.43541, 0.81614], [-5.91886, 0.07584, 1.13958], [-7.16911, 0.55182, 1.69729], [-5.90422, -1.18861, 0.42946], [-4.88118, 1.72234, 1.81759], [-7.53904, -0.18245, 2.41718], [-7.89538, 0.67138, 0.88953], [-7.03350, 1.51069, 2.20149], [-5.20681, -1.86904, 0.92527], [-5.56139, -1.01942, -0.59467], [-6.90107, -1.63174, 0.41429]]
}



No. 5
{
  "formula": "C42H31F18GeMnNO2PS",
  "method": "ωB97M-V/def2-TZVPD",
  "max_force_ha_per_bohr": 0.03737,
  "homo_energy_ev": [-4.63, -4.77],
  "e_tot_ha": -7589.553833,
  "multiplicity": 6,
  "gap_ev": [6.72, 6.85],
  "total_charge": -1,
  "species": ["Mn", "C", "C", "C", "P", "C", "C", "C", "C", "C", "C", "C", "C", "C", "C", "N", "C", "C", "C", "C", "C", "C", "C", "C", "C", "H", "H", "H", "H", "H", "H", "H", "H", "H", "H", "H", "H", "H", "H", "H", "H", "H", "H", "H", "H", "H", "H", "H", "H", "H", "H", "H", "H", "H", "H", "H", "F", "C", "C", "C", "F", "C", "F", "C", "F", "C", "F", "Ge", "S", "C", "C", "F", "C", "F", "C", "F", "C", "F", "C", "F", "C", "C", "F", "C", "F", "C", "F", "C", "F", "C", "F", "F", "C", "F", "F", "C", "O", "O"],
  "coordinates": [[1.09347, 0.87388, -0.45088], [5.30767, 1.69718, -0.09848], [5.01737, 0.65798, -1.17438], [5.05787, 1.29668, -2.55808], [3.33537, -0.11662, -0.85158], [3.40667, -1.69832, -1.85828], [2.55317, -2.76032, -1.17378], [2.85377, -1.43752, -3.25728], [3.60577, -0.73842, 0.84662], [4.79627, -1.33042, 1.23932], [5.01407, -1.75362, 2.54162], [6.32467, -2.35412, 2.96242], [3.97747, -1.58392, 3.45892], [2.77407, -1.02802, 3.09312], [2.53987, -0.57822, 1.77342], [1.38407, -0.01182, 1.37422], [0.25217, 0.02268, 2.19312], [-0.57903, -1.11262, 2.27392], [-0.15483, -2.37382, 1.58882], [-1.77663, -1.02942, 2.96092], [-2.15283, 0.12428, 3.64092], [-3.44573, 0.17008, 4.40382], [-1.29013, 1.21238, 3.61432], [-0.10603, 1.18968, 2.89252], [0.80347, 2.37878, 2.86002], [6.27417, 2.16748, -0.27308], [5.31727, 1.24498, 0.88922], [4.53937, 2.46488, -0.10018], [5.77267, -0.13602, -1.12638], [4.21477, 1.97538, -2.67898], [5.01177, 0.54188, -3.34008], [5.97787, 1.86698, -2.68888], [4.44917, -2.03312, -1.91788], [1.53187, -2.39162, -1.07968], [2.93537, -3.00292, -0.18508], [2.52887, -3.67152, -1.76918], [1.83237, -1.06522, -3.17608], [2.83437, -2.35802, -3.83958], [3.43977, -0.70192, -3.80118], [5.58497, -1.47312, 0.51302], [6.99567, -2.45872, 2.11312], [6.18367, -3.33812, 3.40902], [6.81347, -1.72362, 3.70592], [4.13337, -1.90182, 4.48082], [1.98957, -0.91052, 3.82732], [0.81137, -2.70802, 1.96892], [-0.03963, -2.19022, 0.51912], [-0.88483, -3.16402, 1.73812], [-2.43133, -1.89142, 2.96722], [-4.26243, -0.21882, 3.79472], [-3.67923, 1.18778, 4.71482], [-3.37783, -0.45542, 5.29552], [-1.54653, 2.10808, 4.16642], [0.27747, 3.29068, 3.12942], [1.22967, 2.49738, 1.86042], [1.63127, 2.23378, 3.55512], [-5.09863, -0.51712, 0.39542], [-4.32833, 0.53208, 0.72562], [-3.07363, 0.65858, 0.15932], [-2.31003, 1.74098, 0.57922], [-1.04653, 1.86018, 0.09842], [-2.79313, 2.70948, 1.44702], [-2.06863, 3.78238, 1.77472], [-4.07173, 2.56488, 1.97002], [-4.56413, 3.48778, 2.80562], [-4.83633, 1.44948, 1.63312], [-6.05173, 1.27698, 2.17842], [-2.46743, -0.40592, -1.46168], [-0.40363, -0.68062, -1.87318], [-3.34463, 0.63298, -2.95478], [-3.90293, 1.89538, -2.89778], [-3.84353, 2.59158, -1.74918], [-4.55463, 2.46218, -3.98848], [-5.09583, 3.68628, -3.90138], [-4.66303, 1.74208, -5.17518], [-5.31613, 2.26238, -6.22428], [-4.09953, 0.47068, -5.26148], [-4.21373, -0.24102, -6.39208], [-3.44293, -0.04572, -4.15718], [-2.90783, -1.27872, -4.21658], [-3.69433, -2.01882, -1.47388], [-3.25573, -3.24662, -1.01248], [-1.97713, -3.36342, -0.63998], [-4.08513, -4.35342, -0.89478], [-3.62473, -5.51032, -0.39418], [-5.41773, -4.24842, -1.28068], [-6.24613, -5.29392, -1.15988], [-5.87943, -3.04092, -1.79318], [-7.15603, -2.93922, -2.19198], [-5.01913, -1.95692, -1.87778], [-5.52463, -0.80342, -2.34598], [3.38957, 5.18018, -0.93518], [2.07947, 4.96568, -1.15838], [1.82717, 5.42708, -2.39268], [1.41747, 5.76858, -0.30658], [1.73017, 3.45738, -0.93828], [2.36297, 2.91698, -0.01698], [0.89167, 2.92128, -1.66858]]
}